{"formula": "C22H38P2Pb", "method": "ωB97M-V/def2-TZVPD", "symbols": ["P", "P", "C", "C", "H", "H", "H", "H", "C", "H", "H", "H", "C", "H", "H", "H", "C", "H", "H", "H", "C", "H", "H", "H", "Pb", "C", "C", "C", "C", "C", "C", "C", "C", "C", "H", "H", "H", "H", "H", "H", "H", "H", "H", "H", "H", "H", "H", "H", "H", "C", "C", "C", "C", "C", "C", "C", "H", "H", "H", "H", "H", "H", "H"], "coordinates": [[-0.3936, 2.0082, -2.6134], [2.5703, -0.0160, -1.0191], [1.3943, 1.8440, -2.8812], [2.1112, 0.4926, -2.7043], [1.8205, 2.6037, -2.2020], [1.6153, 2.2332, -3.8955], [1.5715, -0.3177, -3.2058], [3.0908, 0.5434, -3.2082], [4.3198, 0.4981, -0.8893], [4.6921, 0.0778, 0.0646], [4.4213, 1.5934, -0.9095], [4.8635, 0.0647, -1.7447], [2.6518, -1.8176, -0.8778], [3.6481, -2.1391, -1.2398], [1.9013, -2.3329, -1.5038], [2.5492, -2.1178, 0.1812], [-0.5638, 3.7827, -3.0276], [-1.5971, 4.0862, -2.8342], [-0.3085, 3.9781, -4.0837], [0.1056, 4.4062, -2.4165], [-1.1744, 0.9958, -3.8688], [-0.5695, 0.0913, -4.0437], [-1.2855, 1.5382, -4.8292], [-2.1727, 0.6922, -3.4989], [-0.3946, -3.1457, -0.4061], [1.8918, 1.4019, 0.2903], [1.7904, 2.7853, -0.0384], [1.1657, 3.6534, 0.9860], [-0.3606, 3.3418, 1.1891], [-1.0880, 3.1093, -0.0439], [-1.0492, 1.9328, -0.8894], [-0.4499, 0.5772, -0.3617], [0.5674, 0.6694, 0.7557], [-2.4432, -2.3961, 0.0176], [2.6525, 1.3871, 1.0852], [2.6534, 3.2304, -0.5476], [1.3028, 4.7335, 0.7741], [1.6583, 3.4210, 1.9454], [-0.4745, 2.5628, 1.9790], [-0.8189, 4.2398, 1.6135], [-1.8968, 3.8128, -0.2701], [-2.1338, 1.7781, -1.1060], [0.0279, 0.0640, -1.2328], [-1.2639, -0.0998, -0.0585], [0.1319, 1.0729, 1.6769], [0.8166, -0.3708, 1.0014], [-2.9534, -3.1430, 0.6319], [-2.9791, -2.2133, -0.9174], [-2.3568, -1.4945, 0.6409], [-0.2686, -3.4183, 1.9836], [-1.4138, -3.6868, 2.8763], [-2.1210, -4.9131, 2.8148], [-3.2219, -5.1295, 3.6392], [-3.6361, -4.1417, 4.5433], [-2.9226, -2.9333, 4.6328], [-1.8253, -2.7103, 3.8102], [0.4137, -4.2741, 1.8832], [0.2111, -2.4438, 2.1558], [-1.7886, -5.7045, 2.1370], [-3.7645, -6.0803, 3.6178], [-4.4872, -4.2966, 5.2041], [-3.1956, -2.1749, 5.3663], [-1.2369, -1.7916, 3.8717]], "forces_ev_per_angstrom": [[1.9, 2.1, -0.6], [0.4, 2.7, 0.3], [0.9, 0.5, -0.6], [0.3, -0.3, -0.7], [-0.3, -0.4, -0.1], [-0.2, -0.4, 0.1], [-0.1, 0.0, 0.1], [-0.4, 0.1, -0.1], [0.0, -0.6, -0.2], [0.0, 0.4, -0.5], [-0.2, -0.4, 0.1], [0.1, 0.1, 0.4], [0.5, -0.5, -0.3], [-0.3, 0.1, 0.2], [0.4, 0.4, 0.4], [0.0, 0.1, -0.5], [-0.1, -0.1, -0.8], [0.2, 0.0, 0.0], [-0.2, -0.2, 0.3], [-0.3, -0.6, 0.2], [-0.7, -0.3, -0.7], [-0.3, 0.3, 0.1], [0.0, -0.3, 0.5], [0.4, 0.1, -0.3], [-0.8, -0.3, 1.0], [-1.1, -0.6, 1.9], [0.3, 0.3, -2.3], [-1.0, -0.3, 0.5], [0.9, 1.1, 0.8], [-1.1, -0.3, -1.0], [-1.7, -0.9, 2.1], [-0.9, 0.4, 0.0], [0.8, 0.0, 0.2], [-0.4, 0.2, -0.3], [0.6, -1.6, 0.0], [0.4, -0.1, 0.5], [0.0, -0.6, -0.1], [0.1, 0.5, 0.4], [0.0, 0.6, -0.3], [0.1, 0.0, 0.3], [0.1, -0.4, 0.1], [0.4, -0.5, -0.6], [-0.1, -0.1, 0.3], [0.2, 0.5, 0.0], [0.3, -0.1, -0.5], [0.2, -0.1, 0.2], [0.0, 0.0, -0.2], [-0.2, 0.2, 0.3], [-0.2, -0.2, -0.3], [0.6, -0.3, -1.2], [-0.4, -0.1, -0.1], [0.1, 0.5, 0.3], [-0.1, 0.2, 0.4], [0.4, 0.4, 0.0], [-0.1, -0.4, -0.1], [0.1, -0.5, -0.5], [0.2, 0.5, 0.7], [0.3, -0.5, 0.4], [-0.1, 0.3, 0.1], [0.2, 0.3, -0.1], [0.2, -0.1, -0.2], [-0.1, -0.2, -0.2], [-0.3, -0.2, 0.1]], "gap_ev": [3.43, 3.43], "e_homo_ev": [-4.3, -4.3], "total_charge": 0}

{"formula": "C3H6OSi", "method": "ωB97M-V/def2-TZVPD", "symbols": ["C", "C", "C", "Si", "O", "H", "H", "H", "H", "H", "H"], "coordinates": [[-0.0638, 0.9534, -1.2351], [0.8976, 0.1809, -0.6624], [0.5758, -0.2513, 0.7767], [-1.2083, -0.7850, 0.9496], [-2.0712, -0.5550, -0.2886], [-0.7412, 1.6036, -0.7152], [0.0154, 1.3254, -2.1714], [1.7275, -0.3760, -1.1956], [1.1418, -1.1648, 0.7606], [0.9978, 0.4970, 1.5116], [-1.2716, -1.4284, 2.2698]], "forces_ev_per_angstrom": [[2.8, -0.3, 2.0], [-2.3, 0.5, -0.4], [1.2, 1.0, -0.7], [1.4, 0.7, -0.9], [-0.8, -0.7, 1.1], [-0.5, -0.6, 0.9], [0.5, 0.5, -3.4], [-1.2, 1.0, 0.5], [0.4, -0.8, 1.3], [-0.5, -1.1, -0.4], [-0.8, -0.2, 0.1]], "gap_ev": 9.28, "smiles": "C=CC[SiH]=O", "e_homo_ev": -9.2, "relative_energy_kcal_mol": 27.7, "total_charge": 0}

{"formula": "C21H28N4O5", "method": "ωB97M-V/def2-TZVPD", "symbols": ["C", "C", "O", "C", "O", "C", "N", "C", "C", "C", "C", "C", "C", "C", "N", "C", "O", "C", "C", "N", "C", "C", "N", "C", "O", "O", "C", "C", "C", "C", "H", "H", "H", "H", "H", "H", "H", "H", "H", "H", "H", "H", "H", "H", "H", "H", "H", "H", "H", "H", "H", "H", "H", "H", "H", "H", "H", "H"], "coordinates": [[-4.2791, -3.2490, -2.3918], [-5.1418, -2.5237, -1.3692], [-4.6737, -1.1961, -1.1359], [-3.6748, -1.0519, -0.2471], [-3.1783, -1.9835, 0.3694], [-3.2600, 0.3180, -0.0939], [-3.7946, 1.3722, -0.8024], [-3.1683, 2.5163, -0.4285], [-3.3716, 3.8205, -0.8708], [-2.5941, 4.8121, -0.3198], [-1.6303, 4.5225, 0.6536], [-1.4198, 3.2404, 1.0998], [-2.1929, 2.2064, 0.5593], [-2.2678, 0.7974, 0.7615], [-1.5867, -0.0747, 1.5873], [-0.4785, 0.0900, 2.3605], [0.0789, 1.1485, 2.5649], [0.0113, -1.2145, 2.9489], [0.3537, -2.3060, 1.8997], [1.3615, -2.0314, 0.9178], [2.6934, -1.6996, 1.3679], [2.9730, -0.1864, 1.3581], [2.7106, 0.3191, 0.0287], [3.6574, 0.6625, -0.8668], [3.4312, 0.9554, -2.0200], [4.8980, 0.6878, -0.3134], [5.9533, 1.0782, -1.1854], [6.4379, -0.0850, -2.0402], [1.3457, 0.1074, -0.4019], [1.0146, -1.3945, -0.3328], [-3.2694, -3.3707, -2.0070], [-4.7000, -4.2302, -2.5908], [-4.2379, -2.6841, -3.3201], [-6.1651, -2.4026, -1.7310], [-5.1439, -3.0702, -0.4205], [-4.5282, 1.2776, -1.4831], [-4.1161, 4.0370, -1.6221], [-2.7267, 5.8342, -0.6422], [-1.0405, 5.3303, 1.0596], [-0.6741, 3.0219, 1.8459], [-1.9472, -1.0236, 1.4866], [-0.7661, -1.6194, 3.6001], [0.8890, -0.9954, 3.5582], [-0.5527, -2.5973, 1.3630], [0.6902, -3.1825, 2.4680], [2.8476, -2.1095, 2.3667], [3.4071, -2.1775, 0.6833], [4.0093, 0.0129, 1.6238], [2.3111, 0.3395, 2.0527], [6.7455, 1.4376, -0.5244], [5.6038, 1.8939, -1.8266], [7.2840, 0.2320, -2.6434], [6.7416, -0.9167, -1.4084], [5.6371, -0.4121, -2.6987], [1.2542, 0.4645, -1.4285], [0.6892, 0.6979, 0.2401], [-0.0453, -1.5515, -0.5377], [1.5951, -1.8944, -1.1208]], "forces_ev_per_angstrom": [[-0.1, 0.3, 0.3], [-0.1, -0.7, -0.1], [0.2, 0.4, 0.1], [0.0, -0.2, 0.1], [-0.1, 0.1, -0.1], [0.5, 0.2, 0.4], [-0.2, 0.0, -0.2], [0.3, -0.1, 0.3], [0.0, 0.2, -0.1], [-0.2, -0.1, -0.2], [0.2, 0.0, 0.2], [0.1, 0.3, 0.1], [-0.2, 0.1, -0.2], [-0.6, -0.2, -0.6], [-0.2, -0.5, 0.0], [0.1, -0.2, 0.3], [0.0, 0.2, 0.0], [0.2, -0.1, -0.2], [0.0, 0.0, 0.3], [0.0, 0.1, 0.0], [0.1, 0.2, 0.0], [0.2, -0.3, 0.3], [-0.1, 0.0, 0.2], [0.1, 0.2, 0.1], [0.1, 0.1, -0.4], [-0.3, -0.1, 0.2], [0.3, 0.1, -0.5], [-0.3, 0.2, 0.3], [-0.2, -0.2, -0.3], [0.1, 0.2, -0.2], [0.1, 0.0, 0.0], [0.0, -0.1, 0.0], [0.0, 0.0, -0.1], [0.1, 0.0, 0.1], [-0.1, 0.1, -0.2], [0.1, 0.0, 0.1], [-0.1, 0.1, -0.1], [0.0, 0.1, 0.0], [0.1, 0.1, 0.1], [0.0, 0.0, 0.0], [0.2, 0.2, 0.1], [0.0, 0.0, 0.1], [-0.1, 0.1, 0.0], [0.0, -0.1, 0.1], [-0.2, 0.0, 0.0], [0.0, 0.0, 0.0], [0.1, 0.0, 0.1], [-0.1, 0.0, 0.0], [0.1, -0.1, 0.0], [-0.1, 0.0, -0.1], [0.1, -0.1, 0.2], [0.1, 0.0, -0.1], [0.1, -0.1, 0.0], [0.0, 0.0, -0.1], [0.0, 0.0, 0.1], [0.0, 0.0, -0.1], [0.0, 0.0, 0.0], [-0.1, 0.1, -0.1]], "gap_ev": 7.99, "smiles": "CCOC(=O)c1[nH]c2ccccc2c1NC(=O)CCN1CCN(C(=O)OCC)CC1", "e_homo_ev": -7.8, "relative_energy_kcal_mol": 31.9, "total_charge": 0}

{"formula": "C40H83O14PSSi2", "method": "ωB97M-V/def2-TZVPD", "symbols": ["C", "C", "C", "Si", "O", "Si", "C", "C", "C", "C", "C", "C", "C", "C", "C", "C", "C", "O", "C", "C", "P", "S", "H", "H", "H", "H", "H", "H", "H", "H", "H", "H", "H", "H", "H", "H", "H", "H", "H", "H", "H", "H", "H", "H", "H", "H", "H", "H", "H", "H", "H", "H", "H", "H", "H", "H", "H", "O", "C", "O", "C", "C", "C", "H", "H", "H", "H", "H", "H", "H", "H", "O", "C", "O", "C", "C", "C", "H", "H", "H", "H", "H", "H", "H", "H", "O", "C", "O", "C", "C", "C", "H", "H", "H", "H", "H", "H", "H", "H", "O", "C", "O", "C", "C", "C", "H", "H", "H", "H", "H", "H", "H", "H", "O", "C", "O", "C", "C", "C", "H", "H", "H", "H", "H", "H", "H", "H", "O", "C", "O", "C", "C", "C", "H", "H", "H", "H", "H", "H", "H", "H"], "coordinates": [[4.7167, -3.3288, -0.4871], [4.3693, -2.0126, -0.9057], [3.7524, -0.5542, -1.4443], [2.0375, -0.8741, -2.2593], [1.3986, 0.4597, -3.2071], [0.4447, -0.1391, -4.5971], [-0.4026, 1.2954, -5.5625], [-1.9075, 1.6914, -5.0510], [-1.9679, 2.5256, -3.6403], [-3.5161, 2.7140, -3.0441], [-4.0627, 1.2620, -2.4847], [-5.6744, 1.3014, -2.0431], [-6.1583, -0.2986, -2.0932], [-6.6135, -0.7878, -3.5917], [-7.1375, -2.3383, -3.6871], [-6.1973, -3.4391, -2.9150], [-4.7948, -3.6691, -3.7911], [-0.5998, -1.4948, -4.2018], [-1.6266, -1.1470, -3.2079], [-1.8139, -2.2319, -1.9920], [1.9817, -0.9693, -6.0014], [3.4543, 0.2760, -6.3319], [4.8192, -4.4583, -0.1212], [4.4788, -0.0201, -2.2043], [3.5627, 0.0765, -0.4576], [1.9556, -2.0770, -3.0762], [1.0838, -1.0708, -1.1372], [-0.5037, 0.9464, -6.6990], [0.2400, 2.2991, -5.5711], [-2.3930, 2.3913, -5.8874], [-2.5880, 0.7122, -5.0525], [-1.2710, 2.1116, -2.7959], [-1.5928, 3.6257, -3.8808], [-3.5768, 3.5737, -2.2419], [-4.1823, 3.0476, -3.9630], [-4.0325, 0.5261, -3.4234], [-3.4465, 0.8702, -1.5686], [-5.8485, 1.7947, -0.9957], [-6.2594, 1.8245, -2.9194], [-5.1777, -0.9104, -1.7977], [-6.9426, -0.5311, -1.2421], [-5.7595, -0.5260, -4.3768], [-7.5349, -0.1044, -3.9053], [-7.1404, -2.6215, -4.8437], [-8.2394, -2.4881, -3.3066], [-5.8517, -3.1184, -1.8388], [-6.7319, -4.5014, -2.9238], [-4.2357, -2.6376, -3.7569], [-5.0111, -3.8917, -4.9360], [-4.0841, -4.4673, -3.2938], [-2.6631, -1.1289, -3.7978], [-1.3795, -0.0868, -2.7277], [-2.6918, -1.8071, -1.3032], [-0.8788, -2.3222, -1.2901], [-2.2134, -3.2938, -2.3566], [2.4326, -2.2072, -5.4058], [1.2825, -1.3520, -7.2357], [-5.2065, 2.6689, -5.6291], [-5.1730, 3.4915, -6.5413], [-4.2275, 4.4551, -6.5610], [-4.0032, 5.3618, -7.6570], [-4.9510, 6.5429, -7.5862], [-6.2376, 3.4953, -7.6018], [-4.0504, 4.8369, -8.6159], [-2.9738, 5.7230, -7.5536], [-5.9952, 6.2286, -7.6641], [-4.7432, 7.2531, -8.3914], [-4.8482, 7.0582, -6.6255], [-7.1261, 3.9989, -7.2155], [-6.4852, 2.4579, -7.8472], [-5.9303, 3.9636, -8.5340], [-4.8271, 3.6069, 0.0738], [-4.8169, 3.3295, 1.2709], [-5.8868, 2.7413, 1.8473], [-5.9168, 2.2334, 3.1944], [-6.2170, 3.3413, 4.1850], [-3.6503, 3.7219, 2.1329], [-4.9956, 1.6920, 3.4298], [-6.7257, 1.4949, 3.2284], [-5.4450, 4.1152, 4.1719], [-6.2884, 2.9418, 5.2005], [-7.1614, 3.8343, 3.9321], [-3.7442, 4.7753, 2.4047], [-2.7306, 3.5750, 1.5583], [-3.5455, 3.1216, 3.0337], [8.0272, 0.8617, 4.1581], [7.7958, 0.9280, 2.9531], [7.4199, -0.1716, 2.2658], [6.9739, -0.1704, 0.8966], [8.1519, -0.1954, -0.0574], [8.0146, 2.2133, 2.2060], [6.2923, 0.6643, 0.7072], [6.3858, -1.0852, 0.7623], [8.7820, 0.6909, 0.0550], [7.8076, -0.2451, -1.0942], [8.7892, -1.0625, 0.1452], [9.0778, 2.3202, 1.9810], [7.6923, 3.0429, 2.8428], [7.4384, 2.2932, 1.2871], [4.9731, -6.5121, 0.7172], [4.3351, -6.2312, 1.7292], [4.8360, -6.5038, 2.9530], [4.2467, -6.0743, 4.1947], [3.1473, -7.0232, 4.6298], [2.9482, -5.6630, 1.6209], [3.9094, -5.0355, 4.1298], [5.0496, -6.0918, 4.9402], [2.3304, -7.0555, 3.9040], [2.7375, -6.7209, 5.5976], [3.5346, -8.0440, 4.7136], [2.2423, -6.4746, 1.4329], [2.9266, -4.9604, 0.7821], [2.6319, -5.1011, 2.4967], [7.8869, 4.9784, 3.2736], [8.0581, 5.3404, 4.4354], [8.9577, 6.3038, 4.7277], [9.1197, 6.9085, 6.0244], [10.0084, 6.0590, 6.9117], [7.3354, 4.6545, 5.5603], [8.1487, 7.1254, 6.4799], [9.6042, 7.8768, 5.8556], [9.5746, 5.0718, 7.0917], [10.1689, 6.5469, 7.8771], [10.9795, 5.8938, 6.4335], [7.8514, 3.7230, 5.8021], [6.3159, 4.4308, 5.2312], [7.2394, 5.2610, 6.4579], [0.4731, -6.0659, 5.0229], [-0.1649, -5.7851, 6.0349], [0.3360, -6.0576, 7.2586], [-0.2533, -5.6282, 8.5003], [-1.3527, -6.5770, 8.9355], [-1.5518, -5.2168, 5.9266], [-0.5906, -4.5893, 8.4355], [0.5496, -5.6456, 9.2459], [-2.1696, -6.6093, 8.2097], [-1.7625, -6.2747, 9.9033], [-0.9654, -7.5978, 9.0192], [-2.2577, -6.0284, 5.7385], [-1.5734, -4.5142, 5.0878], [-1.8681, -4.6550, 6.8024]], "forces_ev_per_angstrom": [[-3.1, 9.1, -2.9], [1.5, -8.6, 2.4], [1.5, -1.0, 1.2], [-0.7, 1.5, 0.2], [-0.8, -2.9, -1.1], [-0.4, 0.4, 1.6], [-0.8, 1.3, -0.7], [-0.8, 0.1, -0.6], [-0.5, 1.1, 0.0], [0.3, -0.5, -0.6], [-1.3, 1.0, -0.6], [0.5, -1.4, -1.2], [1.1, -0.1, 0.5], [-0.9, 0.9, 0.3], [0.4, -0.5, -0.3], [1.0, -0.8, -1.4], [-0.2, 1.0, 0.3], [0.9, 2.3, 0.7], [-1.4, -0.2, 0.7], [-0.8, 0.2, 0.4], [0.4, -0.8, -0.7], [0.0, 0.1, 0.1], [0.1, 2.9, -1.0], [-1.2, -1.1, 1.8], [0.6, -1.1, -2.2], [0.3, -0.2, -0.3], [0.2, 0.1, 0.0], [0.3, 0.6, 2.4], [-1.1, -2.3, 0.1], [1.0, -1.5, 1.9], [1.5, 2.1, 0.2], [-1.2, 0.5, -1.7], [-0.5, -2.3, 0.5], [0.3, -1.9, -1.4], [1.4, -0.8, 2.2], [0.2, 1.4, 2.3], [-1.0, 0.6, -1.8], [0.3, -0.9, -2.3], [1.1, -0.6, 1.9], [-2.1, 1.1, -0.5], [1.3, 0.4, -2.0], [-1.7, -0.8, 1.7], [1.9, -1.4, 0.6], [-0.1, 0.5, 2.4], [2.1, 0.7, -0.6], [-1.1, -0.7, -2.1], [0.9, 2.4, 0.4], [-0.9, -2.0, -0.2], [0.4, 0.2, 2.5], [-1.6, 1.5, -1.2], [2.3, 0.2, 1.4], [-0.8, -2.2, -1.0], [1.8, -0.8, -1.5], [-1.7, 0.1, -1.6], [1.2, 2.4, 0.6], [-0.5, 0.4, -0.6], [0.4, 0.0, 1.1], [0.2, 1.5, -1.8], [-0.4, -0.9, 1.1], [0.3, -0.5, 0.3], [-0.1, 0.2, -0.1], [-0.2, 0.0, 0.1], [0.1, -0.4, -0.6], [-0.1, 0.0, 0.1], [-0.2, -0.3, 0.2], [0.1, 0.0, -0.1], [0.0, -0.1, 0.1], [0.1, -0.1, -0.2], [0.1, -0.1, 0.0], [-0.1, 0.2, 0.3], [-0.1, 0.2, 0.1], [-0.4, -0.6, 2.3], [0.1, 0.7, -1.6], [-0.1, -0.3, -0.5], [0.0, 0.2, 0.1], [0.0, 0.2, 0.0], [0.5, -0.4, 0.1], [0.0, 0.2, -0.1], [0.2, 0.2, -0.3], [0.0, -0.1, 0.1], [0.0, 0.0, -0.1], [0.1, -0.2, 0.0], [0.0, -0.1, 0.0], [-0.3, 0.2, 0.0], [-0.1, 0.1, 0.1], [-0.6, -0.3, -1.9], [0.6, 0.1, 1.1], [-0.2, -0.2, 0.6], [0.1, -0.1, -0.2], [0.2, 0.1, 0.0], [-0.6, 0.2, 0.1], [0.2, 0.0, 0.1], [0.2, 0.2, 0.3], [-0.1, 0.0, -0.1], [0.0, 0.0, 0.1], [-0.2, 0.0, 0.0], [-0.1, 0.0, 0.0], [0.4, -0.3, -0.2], [0.2, -0.1, -0.1], [-0.6, 0.5, 1.7], [0.4, -0.6, -0.7], [0.5, 0.1, -0.7], [-0.3, -0.2, 0.2], [0.1, -0.2, -0.2], [-0.1, 0.7, 0.0], [0.0, -0.1, -0.1], [0.1, 0.0, -0.4], [0.1, 0.1, 0.3], [0.1, -0.1, -0.2], [0.1, 0.2, 0.0], [0.1, 0.1, 0.0], [-0.1, -0.3, 0.0], [-0.1, -0.2, 0.1], [0.6, 1.3, 2.0], [-0.2, -0.7, -1.3], [-0.1, 0.2, -0.6], [0.1, -0.1, 0.2], [0.1, -0.2, 0.0], [-0.6, 0.2, 0.2], [0.1, -0.2, -0.1], [-0.2, -0.3, -0.3], [0.0, 0.1, 0.0], [0.0, 0.0, -0.1], [-0.1, 0.1, 0.1], [-0.1, 0.0, -0.1], [0.3, -0.2, -0.1], [0.2, 0.0, 0.1], [-1.1, 0.5, 2.2], [0.5, -0.5, -1.5], [0.5, 0.1, -0.3], [-0.2, -0.1, 0.1], [-0.2, -0.2, -0.1], [-0.1, 0.7, 0.0], [0.0, -0.1, -0.1], [0.0, 0.0, -0.4], [0.0, 0.1, 0.1], [0.1, 0.0, -0.1], [0.0, 0.2, 0.1], [0.1, 0.1, 0.0], [0.0, -0.4, 0.0], [-0.1, -0.2, 0.1]], "gap_ev": 8.51, "e_homo_ev": -8.1, "total_charge": 0}

M in g mol⁻¹, matching the order above: 571.694, 86.166, 416.478, 907.303